The following is a quantum chemistry calculation of a cluster of 7 separate species, C26H55N10O7 in total in a non-equilibrium geometry, from OMol25.

Values from the calculation:
orbital gap = 6.745 eV
net charge = +1
calculated total energy = -2097.7553 Ha

Geometry as XYZ:
```
98
Properties=species:S:1:pos:R:3:mulliken_charge:R:1
C -4.234 -1.295 3.812 -1.01
N -3.737 -2.007 2.630 0.28
C -2.881 -3.148 2.965 -0.81
C -3.362 -1.179 1.612 0.27
O -3.678 -0.001 1.556 -0.67
C -2.548 -1.778 0.469 0.59
C -1.085 -1.495 0.575 0.52
C -0.174 -2.178 -0.260 -0.27
C 1.143 -1.872 -0.191 -0.84
C 1.542 -0.889 0.706 0.17
N 0.623 -0.341 1.480 0.67
N 1.013 0.655 2.382 -0.81
N -0.666 -0.606 1.452 -0.31
H -3.587 -0.454 4.075 0.30
H -4.297 -2.001 4.635 0.43
H -5.230 -0.896 3.626 0.24
H -3.415 -3.770 3.683 0.45
H -2.676 -3.764 2.092 0.08
H -1.945 -2.826 3.436 0.29
H -2.896 -1.282 -0.442 -0.65
H -2.675 -2.851 0.334 0.17
H -0.548 -2.930 -0.943 0.48
H 1.880 -2.348 -0.822 0.43
H 2.557 -0.532 0.810 0.47
H 0.154 1.123 2.666 0.30
H 1.387 0.192 3.208 0.28
C -1.539 -6.738 -1.095 -1.45
C -2.604 -6.112 -0.230 0.80
O -2.600 -4.909 0.035 -0.59
N -3.575 -6.911 0.249 -0.16
C -3.750 -8.339 0.046 -0.89
H -0.842 -5.963 -1.397 0.21
H -0.997 -7.511 -0.549 0.40
H -1.975 -7.187 -1.987 0.42
H -4.258 -6.430 0.816 0.19
H -4.703 -8.541 -0.443 0.30
H -3.730 -8.865 1.000 0.31
H -2.954 -8.729 -0.579 0.34
C 4.597 4.831 1.151 -1.12
C 3.424 4.070 1.716 0.62
O 2.337 4.585 1.918 -0.67
N 3.614 2.752 2.010 -0.01
C 4.820 1.962 1.871 -0.46
H 4.287 5.861 1.002 0.35
H 5.446 4.800 1.833 0.35
H 4.916 4.408 0.198 0.30
H 2.783 2.316 2.374 0.17
H 4.663 1.120 1.188 0.20
H 5.140 1.563 2.836 0.29
H 5.634 2.570 1.486 0.00
C 8.145 4.686 -0.692 -1.42
C 8.256 3.571 0.319 0.63
O 7.700 3.624 1.408 -0.69
N 9.010 2.502 -0.032 -0.15
C 9.725 2.282 -1.279 -0.77
H 7.523 5.473 -0.273 0.39
H 9.129 5.096 -0.922 0.55
H 7.697 4.325 -1.619 0.35
H 9.074 1.797 0.685 0.26
H 9.371 1.374 -1.769 0.28
H 10.795 2.180 -1.095 0.29
H 9.571 3.114 -1.958 0.28
C 6.794 5.004 -6.056 -1.38
C 7.482 5.303 -4.745 0.88
O 8.506 4.730 -4.407 -0.63
N 6.919 6.242 -3.941 -0.11
C 5.715 7.019 -4.160 -0.86
H 7.368 4.240 -6.570 0.31
H 5.779 4.640 -5.892 0.36
H 6.744 5.894 -6.684 0.37
H 7.439 6.399 -3.092 0.19
H 5.938 8.086 -4.172 0.30
H 4.982 6.832 -3.373 0.28
H 5.268 6.753 -5.113 0.32
C -5.147 0.589 -5.185 -1.29
C -4.111 -0.192 -4.414 0.77
O -3.276 -0.892 -4.961 -0.65
N -4.133 -0.088 -3.057 -0.05
C -5.024 0.679 -2.202 -0.81
H -4.992 0.399 -6.242 0.29
H -6.156 0.278 -4.910 0.35
H -5.052 1.658 -4.996 0.36
H -3.416 -0.638 -2.614 0.10
H -4.450 1.389 -1.605 0.27
H -5.557 0.012 -1.522 0.26
H -5.750 1.226 -2.793 0.38
C -8.294 -3.434 2.754 -1.28
C -7.881 -3.143 4.179 0.81
O -6.801 -3.502 4.623 -0.64
N -8.760 -2.462 4.956 -0.17
C -10.076 -1.964 4.604 -0.82
H -7.486 -3.978 2.276 0.22
H -9.200 -4.040 2.724 0.42
H -8.479 -2.511 2.203 0.37
H -8.430 -2.304 5.896 0.23
H -10.124 -0.881 4.720 0.28
H -10.842 -2.412 5.238 0.29
H -10.304 -2.206 3.572 0.31
```

The following is a quantum chemistry calculation of the molecule C6H4O, from OMol25.

Values from the calculation:
energy above the lowest of the compared OMol25 structures with the same formula, charge and spin = 71.9 kcal/mol
orbital gap = 10.249 eV
SMILES = C#CC(=O)C#CC
calculated total energy = -306.0969 Ha

Geometry as XYZ:
```
11
Properties=species:S:1:pos:R:3:mulliken_charge:R:1
C -2.134 2.206 0.457 0.34
C -1.683 1.303 -0.197 -0.22
C -1.107 0.198 -0.947 0.14
O -1.728 -0.800 -1.233 -0.49
C 0.339 0.296 -1.135 -0.26
C 1.157 -0.305 -0.467 0.21
C 1.786 -1.248 0.435 -0.98
H -2.548 3.010 1.022 0.38
H 2.853 -1.377 0.265 0.32
H 1.272 -2.203 0.274 0.26
H 1.609 -0.923 1.465 0.29
```

The following is a quantum chemistry calculation of the molecule C5H8O2 in a non-equilibrium geometry, from OMol25.

Values from the calculation:
energy above the lowest of the compared OMol25 structures with the same formula, charge and spin = 19.7 kcal/mol
orbital gap = 10.650 eV
SMILES = C=CCCC(=O)O
calculated total energy = -345.7736 Ha

Geometry as XYZ:
```
15
Properties=species:S:1:pos:R:3:mulliken_charge:R:1
C 1.730 1.213 1.355 -0.76
C 1.021 0.461 0.512 -0.07
C -0.366 -0.050 0.846 -0.45
C -1.340 -0.043 -0.314 -0.49
C -0.915 -0.634 -1.630 0.49
O -0.983 -0.159 -2.721 -0.54
O -0.224 -1.806 -1.398 -0.47
H 1.160 1.752 2.103 0.26
H 2.762 1.406 1.124 0.28
H 1.526 0.030 -0.345 0.19
H -0.708 0.528 1.695 0.40
H -0.207 -1.070 1.201 0.21
H -1.840 0.906 -0.512 0.32
H -2.207 -0.647 0.000 0.32
H 0.591 -1.888 -1.915 0.33
```

The following is a quantum chemistry calculation of a cluster of 11 separate species, C41H110N6O12 in total in a non-equilibrium geometry, from OMol25.

Values from the calculation:
energy above the lowest of the compared OMol25 structures with the same formula, charge and spin = 0.0 kcal/mol
orbital gap = 9.188 eV
SMILES = COC[C@H](C)N.COC[C@H](C)N.COC[C@H](C)N.COC[C@H](C)N.COC[C@H](C)N.COCCNCCOC.CC(C)O.CC(C)O.CC(C)O.CC(C)O.CC(C)O
calculated total energy = -2859.3138 Ha

Geometry as XYZ:
```
169
Properties=species:S:1:pos:R:3:mulliken_charge:R:1
C -1.380 1.894 0.773 0.01
O -0.102 1.547 0.236 0.31
C 0.110 1.714 -1.166 -1.09
C 1.364 0.935 -1.488 0.95
C 1.994 1.553 -2.663 -1.70
N 1.133 -0.464 -1.739 2.41
H -2.128 1.082 0.597 -0.29
H -1.869 2.836 0.323 0.30
H -1.264 2.156 1.804 -0.27
H -0.731 1.208 -1.704 0.12
H 0.187 2.781 -1.390 0.17
H 2.019 1.102 -0.577 0.19
H 1.586 1.189 -3.578 0.16
H 3.093 1.324 -2.577 0.09
H 1.897 2.639 -2.685 0.32
H 0.341 -0.555 -2.378 -0.60
H 0.830 -1.014 -0.884 -0.61
C -7.885 -0.457 0.128 -0.79
O -6.486 -0.696 0.280 -0.13
C -6.004 -1.766 -0.581 -1.12
C -4.519 -2.016 -0.176 1.25
C -3.689 -0.820 -0.643 -0.31
N -4.045 -3.214 -0.916 -0.55
H -7.968 0.495 0.658 0.15
H -8.486 -1.267 0.562 0.32
H -8.120 -0.305 -0.939 0.32
H -6.656 -2.647 -0.394 0.42
H -5.988 -1.462 -1.604 0.40
H -4.503 -2.094 0.934 -0.43
H -4.129 0.114 -0.321 0.69
H -3.878 -0.775 -1.759 -0.33
H -2.606 -0.925 -0.407 -0.31
H -3.007 -3.254 -1.059 0.12
H -4.427 -4.105 -0.561 0.30
C 2.383 1.243 3.466 0.02
O 2.245 0.968 4.824 -0.45
C 0.877 1.174 5.267 -0.32
C 0.557 0.380 6.604 0.35
C 0.782 -1.086 6.368 -1.05
N -0.816 0.682 6.961 -0.60
H 2.199 2.316 3.273 0.10
H 1.666 0.686 2.871 -0.06
H 3.408 0.975 3.148 0.24
H 0.651 2.268 5.473 0.28
H 0.204 0.886 4.442 0.11
H 1.257 0.712 7.383 0.30
H 0.048 -1.496 5.659 -0.07
H 0.549 -1.558 7.365 0.31
H 1.785 -1.302 5.997 0.44
H -1.150 1.577 6.706 0.37
H -1.445 0.169 6.328 -0.02
C -5.852 1.741 2.866 -0.83
O -4.603 2.210 3.378 -0.03
C -4.706 3.526 3.985 -0.79
C -3.384 3.804 4.727 0.04
C -2.256 3.648 3.670 -0.82
N -3.166 2.889 5.872 -0.44
H -5.585 0.940 2.227 0.07
H -6.510 2.439 2.209 0.31
H -6.559 1.457 3.663 0.38
H -5.031 4.316 3.243 0.43
H -5.485 3.483 4.757 0.37
H -3.232 4.796 5.162 0.46
H -2.299 4.456 2.898 0.34
H -2.420 2.717 3.172 -0.24
H -1.271 3.657 4.095 0.46
H -3.233 1.911 5.699 0.13
H -3.803 3.065 6.611 0.22
C 1.938 -0.087 -6.739 -0.76
O 1.400 -0.295 -8.042 -0.40
C 0.087 -0.893 -7.978 0.01
C -0.567 -0.893 -9.362 0.24
C 0.191 -1.778 -10.340 -1.44
N -0.717 0.486 -9.884 -0.71
H 1.262 0.506 -6.066 0.29
H 2.917 0.437 -6.826 0.28
H 2.128 -1.041 -6.272 0.32
H 0.241 -1.887 -7.505 0.40
H -0.607 -0.285 -7.314 -0.19
H -1.560 -1.261 -9.214 0.38
H 1.258 -1.405 -10.430 0.24
H -0.159 -1.761 -11.387 0.37
H 0.252 -2.770 -9.972 0.38
H 0.156 1.010 -9.898 0.29
H -1.368 1.001 -9.262 0.27
C -2.099 0.057 -4.110 -1.11
O -1.276 -1.000 -3.578 0.11
C -1.892 -2.252 -3.835 -0.82
C -1.085 -3.425 -3.344 -0.55
N -1.083 -3.343 -1.881 -0.19
C -0.054 -4.185 -1.286 -0.76
C -0.013 -4.094 0.222 -0.86
O 0.046 -2.676 0.482 0.62
C 0.008 -2.317 1.840 -1.24
H -1.690 0.992 -3.856 0.41
H -3.118 0.050 -3.692 0.32
H -2.134 0.024 -5.249 0.16
H -2.086 -2.399 -4.920 0.38
H -2.857 -2.146 -3.295 0.21
H -0.046 -3.322 -3.688 0.29
H -1.491 -4.412 -3.723 0.42
H -0.836 -2.376 -1.646 -0.02
H 0.949 -3.943 -1.644 0.08
H -0.268 -5.169 -1.696 0.61
H 0.868 -4.609 0.597 0.38
H -0.950 -4.456 0.654 0.52
H -0.091 -1.271 1.931 0.16
H 0.851 -2.804 2.374 0.16
H -0.922 -2.721 2.141 0.44
C 2.294 5.477 -1.441 -1.87
C 2.529 4.897 -0.051 1.05
C 1.503 5.417 0.911 -1.62
O 2.426 3.448 -0.023 0.32
H 2.387 6.563 -1.456 0.41
H 1.336 5.355 -1.871 0.38
H 2.990 5.072 -2.142 0.44
H 3.511 5.106 0.249 0.19
H 1.692 6.417 1.317 0.43
H 1.274 4.758 1.776 0.31
H 0.549 5.526 0.388 0.38
H 1.639 3.123 0.426 -0.45
C 5.492 -2.245 -2.405 -1.63
C 4.203 -1.591 -2.654 1.33
C 3.946 -1.086 -4.099 -0.87
O 3.165 -2.414 -2.233 -0.63
H 6.275 -1.743 -2.992 0.51
H 5.435 -3.288 -2.805 0.33
H 5.789 -2.157 -1.318 0.22
H 4.234 -0.715 -2.022 -0.30
H 3.122 -0.428 -3.978 -0.12
H 3.907 -1.886 -4.842 0.38
H 4.742 -0.351 -4.412 0.38
H 2.399 -1.788 -2.277 0.19
C 6.894 3.407 0.170 -1.32
C 5.882 2.651 1.083 0.66
C 5.488 3.364 2.374 -1.11
O 4.760 2.317 0.266 -0.33
H 6.497 4.366 -0.153 0.26
H 7.063 2.789 -0.746 0.27
H 7.884 3.547 0.628 0.41
H 6.361 1.689 1.305 0.26
H 4.708 2.884 2.925 0.15
H 5.128 4.339 2.137 0.27
H 6.395 3.546 3.033 0.38
H 3.951 2.799 0.261 0.22
C -3.152 -1.313 4.013 0.07
C -3.779 -1.488 5.354 0.17
C -3.274 -2.733 6.115 -1.38
O -3.402 -0.295 6.144 -0.40
H -3.463 -2.126 3.298 0.27
H -2.089 -1.382 4.144 -0.48
H -3.500 -0.399 3.597 0.03
H -4.861 -1.580 5.326 0.42
H -2.176 -2.821 6.144 0.19
H -3.744 -3.617 5.638 0.40
H -3.522 -2.714 7.182 0.43
H -3.894 -0.307 6.948 0.21
C 4.667 -4.475 1.863 -1.66
C 3.512 -3.797 1.098 1.33
C 3.592 -2.287 1.072 -0.70
O 3.469 -4.300 -0.187 -0.55
H 4.606 -5.558 1.659 0.39
H 4.511 -4.327 2.949 0.36
H 5.681 -4.145 1.556 0.34
H 2.610 -3.986 1.711 -0.36
H 2.863 -1.893 0.329 -0.14
H 4.628 -1.915 0.705 0.20
H 3.464 -1.810 2.042 0.52
H 3.328 -3.566 -0.813 0.33
```

The following is a quantum chemistry calculation of the molecule C6H13N in a non-equilibrium geometry, from OMol25.

Values from the calculation:
energy above the lowest of the compared OMol25 structures with the same formula, charge and spin = 90.8 kcal/mol
orbital gap = 8.039 eV
SMILES = CC/C=C/NCC
calculated total energy = -291.0141 Ha

Geometry as XYZ:
```
20
Properties=species:S:1:pos:R:3:mulliken_charge:R:1
C 2.000 2.359 -0.356 -0.92
C 2.025 1.041 0.606 -0.37
C 1.656 -0.295 -0.034 -0.53
C 0.425 -0.374 -0.679 -0.33
N -0.634 -1.211 -0.204 -0.12
C -1.992 -0.834 -0.387 -0.53
C -2.975 -0.968 0.919 -1.03
H 2.573 2.270 -1.351 0.27
H 2.505 3.133 0.383 0.27
H 1.002 2.639 -0.689 0.30
H 2.975 0.744 1.228 0.26
H 1.282 1.216 1.352 0.27
H 2.275 -1.201 0.187 0.30
H -0.008 0.316 -1.442 0.42
H -0.538 -2.236 -0.235 0.24
H -2.695 -1.148 -1.195 0.29
H -2.013 0.301 -0.549 0.25
H -2.993 -2.021 1.215 0.29
H -2.872 -0.212 1.680 0.29
H -3.884 -0.892 0.434 0.38
```

The following is a quantum chemistry calculation of a cluster of 2 separate species, C3H9N2O2 in total in a non-equilibrium geometry, from OMol25.

Values from the calculation:
energy above the lowest of the compared OMol25 structures with the same formula, charge and spin = 31.8 kcal/mol
orbital gap = 9.664 eV
net charge = +1
calculated total energy = -379.4541 Ha

Geometry as XYZ:
```
16
Properties=species:S:1:pos:R:3:mulliken_charge:R:1
N -2.936 0.987 -0.472 -0.55
C -1.703 0.753 -1.051 0.70
O -0.685 1.443 -0.447 -0.54
O -1.460 0.015 -1.958 -0.47
H -2.904 0.963 0.539 0.25
H -3.641 0.350 -0.821 0.29
H -1.023 2.222 0.023 0.32
C 2.627 -0.553 0.762 -0.74
C 0.451 -1.261 0.085 -0.03
N 1.202 -0.339 0.532 0.09
H 2.897 -0.333 1.792 0.32
H 3.241 0.032 0.078 0.34
H 2.832 -1.602 0.555 0.28
H 0.865 -2.197 -0.267 0.27
H -0.604 -1.078 -0.018 0.19
H 0.840 0.599 0.667 0.29
```

The following is a quantum chemistry calculation of a structure of composition C6H8N in a non-equilibrium geometry, from OMol25.

Values from the calculation:
energy above the lowest of the compared OMol25 structures with the same formula, charge and spin = 96.2 kcal/mol
orbital gap (alpha / beta) = 7.732 / 6.944 eV
2S+1 = 3
net charge = +1
calculated total energy = -287.5940 Ha

Geometry as XYZ:
```
15
Properties=species:S:1:pos:R:3:mulliken_charge:R:1
C 0.935 -0.613 1.746 -0.08
C 0.342 -1.664 1.330 -0.28
C 0.995 0.768 1.324 -0.01
C -0.308 -1.064 0.257 0.66
C -0.096 -1.728 -1.072 -1.30
C -0.377 1.881 -0.293 -0.90
N 0.228 0.807 0.357 -0.04
H 1.618 1.577 1.760 0.46
H -1.411 -0.861 0.467 0.30
H 0.811 -2.268 -1.266 0.37
H -0.131 -1.014 -1.873 0.38
H -0.847 -2.408 -1.331 0.39
H 0.294 2.294 -1.096 0.32
H -0.626 2.653 0.463 0.42
H -1.427 1.643 -0.775 0.30
```

The following is a quantum chemistry calculation of a cluster of 2 separate species, C5H11NO in total in a non-equilibrium geometry, from OMol25.

Values from the calculation:
energy above the lowest of the compared OMol25 structures with the same formula, charge and spin = 126.4 kcal/mol
orbital gap (alpha / beta) = 8.770 / 8.769 eV
SMILES = C=C(C)C.CN=O
calculated total energy = -326.9299 Ha

Geometry as XYZ:
```
18
Properties=species:S:1:pos:R:3:mulliken_charge:R:1
C 0.277 -0.930 1.101 -1.04
C 0.117 -0.776 -0.257 1.17
C -1.266 -1.018 -0.808 -1.29
C 1.231 -1.152 -1.202 -1.47
H 1.235 -1.255 1.483 0.29
H -0.501 -1.355 1.718 0.30
H -1.903 -0.155 -0.614 0.27
H -1.298 -1.258 -1.871 0.36
H -1.728 -1.901 -0.363 0.33
H 2.201 -1.171 -0.709 0.39
H 1.071 -2.119 -1.683 0.39
H 1.263 -0.408 -2.001 0.34
C -0.572 2.293 1.125 -0.82
N 0.549 1.712 -0.060 0.11
O 1.695 1.805 0.269 -0.27
H -1.509 2.370 0.576 0.32
H -0.265 3.339 1.129 0.36
H -0.596 1.979 2.167 0.28
```

The following is a quantum chemistry calculation of a structure of composition C4H8O2 in a non-equilibrium geometry, from OMol25.

Values from the calculation:
energy above the lowest of the compared OMol25 structures with the same formula, charge and spin = 128.9 kcal/mol
orbital gap = 8.842 eV
calculated total energy = -307.5071 Ha

Geometry as XYZ:
```
14
Properties=species:S:1:pos:R:3:mulliken_charge:R:1
C 0.871 0.831 0.250 -0.32
C 1.372 -0.568 -0.143 -0.41
O 0.241 -1.225 -0.701 -0.35
C -0.931 -1.133 0.025 -0.20
C -1.539 0.736 -0.106 -0.65
O -0.384 0.675 0.793 -0.40
H 1.477 1.268 1.043 0.30
H 0.813 1.494 -0.620 0.32
H 2.160 -0.553 -0.908 0.30
H 1.750 -1.111 0.738 0.28
H -0.800 -1.509 1.062 0.27
H -1.712 -1.579 -0.530 0.32
H -2.064 1.688 0.241 0.26
H -1.253 0.988 -1.145 0.27
```